1.
Entry from the OMol25 dataset: a structure of composition C33H28Cl4N5O6Ru (ωB97M-V with the def2-TZVPD basis set).

Output
**LUMO level (spin up / spin down)**: -0.323 / -0.513 eV
**HOMO energy (spin up / spin down)**: -4.93 / -7.66 eV
**E**: -107082.063 eV
**Energy above the lowest of the compared OMol25 structures with the same formula, charge and spin**: 0.0 kcal per mole
**Multiplicity**: 6
**M**: 833.5 g mol⁻¹

Last column: Mulliken spin population.
Positions of all 77 atoms, in Å:
H  -3.29152  -4.44556  3.47817  0.026
C  0.53299  2.78157  -0.68050  0.010
H  -2.66875  3.86989  1.06476  0.000
C  1.74642  2.30419  -1.40308  0.021
N  -1.93832  1.34139  1.41301  0.015
C  3.37090  2.45490  -3.14581  0.005
C  1.86859  1.22682  3.31360  0.002
H  -2.08680  -2.58878  -6.11699  0.000
O  -3.89034  -2.50125  -2.11041  0.001
N  2.32319  1.19447  -0.92823  0.048
C  -5.57944  1.19058  2.08916  0.000
H  -5.16325  -3.95910  -2.82251  0.000
Cl  -4.23184  -0.00790  0.09537  0.000
C  2.23975  2.95871  -2.52273  -0.003
C  -4.55349  2.61533  3.72684  0.000
H  -1.73399  0.36987  1.18359  0.012
Cl  -2.22746  -6.79772  2.25803  -0.002
H  -1.37609  -1.65239  -1.25346  0.042
C  -3.32344  2.39058  3.13243  0.001
C  1.32034  0.45530  4.50592  0.000
C  0.00163  -3.51050  1.55309  0.000
C  -5.68204  2.00911  3.20277  0.000
C  3.96450  1.31070  -2.64714  -0.009
Cl  -1.91136  3.09121  3.86994  0.000
C  -1.02286  4.50355  -0.14734  0.002
H  2.75575  1.78030  3.63553  0.001
C  -1.92772  -2.36731  -5.07228  0.000
C  -0.49244  -1.64619  -3.24361  -0.004
H  3.03196  0.68582  1.70535  -0.003
C  -0.69835  -1.91288  -4.59093  -0.002
H  -1.37033  5.52414  -0.23463  0.000
Cl  -2.83713  -1.65867  3.74316  0.002
H  -6.44791  0.70288  1.67216  0.000
O  1.92003  -2.14934  1.01669  0.245
C  -1.74103  3.59507  0.58672  -0.001
C  -0.50420  -4.84378  1.57081  0.139
H  3.77440  -0.23575  -1.15335  0.001
H  2.32895  -0.60920  2.41238  -0.008
H  -4.61063  3.24342  4.60380  0.000
H  -5.68893  -2.25447  -3.08970  0.000
C  1.29136  -3.26601  1.04876  0.388
H  -0.35384  -0.73379  2.94171  0.026
C  -3.18556  1.59222  2.00007  0.007
H  1.46804  1.05746  5.40900  0.000
C  -4.34589  0.99564  1.49468  0.000
C  0.87588  -1.18334  -2.81472  -0.004
N  -0.14413  1.87790  0.06547  0.038
H  -6.64428  2.17044  3.66702  0.000
O  -4.21406  -2.95098  -4.35277  0.000
H  0.12631  -1.75282  -5.27030  0.000
C  -2.73189  -2.25432  -2.80491  -0.005
Ru  0.91351  -0.28758  0.19074  3.577
C  -1.25601  2.28207  0.69471  -0.003
H  1.73409  3.82414  -2.92310  0.000
H  0.06295  -5.62480  1.08362  0.012
H  -0.42055  -0.52224  5.04248  -0.001
H  1.82491  -4.15049  0.68128  0.012
N  -0.08834  0.09333  4.30811  0.002
C  -2.40248  -4.19022  2.92552  0.289
H  1.89100  -0.46743  4.63736  -0.001
H  0.72931  4.80451  -1.35867  0.001
C  -4.84101  -2.94537  -3.07351  0.000
C  -2.92856  -2.52394  -4.14700  0.001
C  -0.81689  -2.50810  2.16338  0.118
C  0.14316  4.10284  -0.78798  0.003
N  2.18476  0.36841  2.16307  0.091
C  -1.66103  -5.14731  2.23348  -0.101
C  3.39270  0.69931  -1.54455  0.022
O  1.19152  -1.39143  -1.57854  0.109
H  1.12304  1.97056  3.00710  0.005
H  4.81856  0.85875  -3.12846  0.000
C  -1.94403  -2.87378  2.85884  -0.097
O  1.63558  -0.70091  -3.64579  0.024
O  -0.43177  -1.18863  2.04346  -0.063
C  -1.52712  -1.82376  -2.31567  0.007
H  3.76298  2.93879  -4.02994  0.000
H  -0.67360  0.92325  4.32680  0.001

2.
Entry from the OMol25 dataset: a structure of composition C33H28Cl5CrN4O7 in a non-equilibrium geometry (ωB97M-V with the def2-TZVPD basis set).

Output
**LUMO level (spin up / spin down)**: -0.589 / -0.589 eV
**HOMO energy (spin up / spin down)**: -7.25 / -7.34 eV
**E**: -146002.193 eV
**Energy above the lowest of the compared OMol25 structures with the same formula, charge and spin**: 4.4 kcal per mole
**Multiplicity**: 4
**M**: 821.9 g mol⁻¹

Last column: Mulliken spin population.
Positions of all 78 atoms, in Å:
C  0.86976  -1.72253  3.58459  0.001
O  -6.17924  4.41637  -0.04731  0.000
N  2.66066  1.21967  1.07549  0.008
H  4.25576  -1.90803  4.10459  0.000
O  -1.59554  0.37737  -1.64411  0.013
C  0.65696  0.55057  -3.92021  0.000
C  1.90186  4.65257  -2.14751  0.001
C  0.51836  -2.15483  0.70979  -0.190
H  0.74006  -1.02133  -5.24041  0.000
C  0.50756  -2.83173  4.40419  -0.009
H  -2.15204  -1.99323  3.71169  -0.002
C  -2.00104  0.71937  -0.51831  -0.024
C  -3.09844  1.73047  -0.36201  -0.005
C  3.74576  2.95137  -0.96041  -0.001
H  -2.84424  1.81557  1.75079  -0.003
N  2.03256  0.23707  1.76789  -0.123
Cl  3.48056  -4.86733  0.45859  -0.002
Cl  -1.72894  -5.35703  1.64989  -0.002
H  3.73216  0.05767  2.89729  -0.007
C  -0.62784  -1.52813  -3.78521  -0.001
H  -0.09324  0.98457  -3.25341  0.000
C  -5.13024  3.53697  0.02679  0.002
Cr  0.23386  -0.17043  1.18989  3.168
C  1.48916  -3.61423  4.98679  0.019
N  0.00926  -0.53963  -4.70091  0.000
H  3.60096  5.61747  -3.02721  0.000
Cl  1.09116  -6.62993  1.36049  0.002
C  1.74706  -2.78453  0.52009  0.005
C  3.21636  -2.18263  4.18939  0.016
H  -2.65194  -2.91903  5.15349  0.000
C  -3.41064  2.19357  0.91249  0.005
O  -5.67174  3.66067  -2.16561  0.000
C  2.38306  2.76967  -0.73251  -0.007
O  -0.77004  -3.27843  4.60709  -0.001
C  0.86956  -4.95563  1.08139  0.017
H  -3.58204  1.81897  -2.46861  0.000
H  1.17676  -2.70803  -3.45611  0.001
H  -6.43534  5.52807  -1.76641  0.000
H  4.44386  2.28327  -0.48211  0.000
C  2.26386  -1.40453  3.50939  0.011
C  0.46086  -2.11293  -2.87301  0.000
H  5.23276  4.10647  -1.96871  0.000
C  -0.54624  -3.01953  0.98919  0.015
H  -0.00434  -2.77113  -2.13831  -0.001
H  0.55786  -0.61743  -1.49811  0.001
C  -3.81264  2.17897  -1.47981  0.000
H  3.57396  -3.92683  5.36869  0.000
H  0.40836  3.47487  -1.14381  0.001
H  -4.67254  3.46107  2.12099  0.000
H  1.18756  5.32607  -2.59971  0.000
C  1.46236  3.62317  -1.33721  -0.002
C  -4.82054  3.07887  -1.25551  0.000
H  -1.11874  -2.29983  -4.37681  0.000
C  1.89776  1.67837  0.12519  0.012
H  2.49106  -0.59463  -3.69941  0.000
H  2.25156  0.65817  -2.47121  -0.002
C  1.93876  -4.15253  0.69689  -0.012
Cl  -2.12654  -2.36733  1.08709  0.000
C  -6.53044  4.48827  -1.41311  0.000
H  1.05726  1.30677  -4.59651  0.000
N  1.17466  -1.08083  -2.16951  0.000
C  1.74406  -0.10523  -3.05931  0.003
O  -1.55554  0.24607  0.56719  0.012
H  1.16656  -4.47913  5.54399  0.000
C  2.83916  -3.30213  4.88529  -0.006
C  -1.83704  -2.35763  4.69239  0.003
C  -0.39274  -4.38453  1.20679  -0.013
O  0.71826  1.20437  -0.08101  0.035
C  4.17656  3.97177  -1.78571  0.000
O  -0.02254  -1.05013  2.92349  0.020
C  2.72316  -0.31143  2.72609  0.042
Cl  3.08856  -1.84843  0.01479  0.001
H  -1.58314  -1.50243  5.32679  0.000
C  3.25736  4.81967  -2.38431  0.000
H  -0.68524  -0.15733  -5.34701  0.000
H  -7.57434  4.15837  -1.54901  0.000
C  -4.43324  3.10717  1.13219  -0.001
H  -1.34684  -0.99683  -3.15331  0.000

3.
Entry from the OMol25 dataset: a structure of composition C33H28ClCoIN3OP in a non-equilibrium geometry (ωB97M-V with the def2-TZVPD basis set).

Output
**LUMO level (spin up / spin down)**: -4.214 / -4.116 eV
**Charge**: +1
**HOMO energy (spin up / spin down)**: -9.76 / -9.77 eV
**E**: -108726.659 eV
**Energy above the lowest of the compared OMol25 structures with the same formula, charge and spin**: 40.2 kcal per mole
**M**: 734.9 g mol⁻¹

Last column: natural (NBO) charge in e.
Positions of all 69 atoms, in Å:
H  4.38146  -0.63315  -4.44078  0.230
C  3.72162  -0.34822  -3.63434  -0.171
C  -1.34616  1.39025  -2.32123  -0.023
H  -3.52006  2.78216  0.58322  0.232
C  -0.84446  1.43206  -1.01782  -0.350
C  -2.74467  -2.87293  1.93932  0.067
H  -4.33463  -3.90249  2.95642  0.233
H  2.25108  0.75723  1.94463  0.243
H  -3.14715  -0.52577  -0.46042  0.235
C  2.19269  1.80490  1.68466  -0.178
C  2.24598  -0.98643  -1.82636  0.061
H  -2.65596  -2.90694  -3.87068  0.241
C  0.63590  4.01436  -1.02385  -0.659
C  1.36724  3.52427  0.18985  0.101
C  2.00751  4.45874  0.99701  -0.227
H  -0.39788  4.26152  -0.77367  0.234
C  2.83038  2.75035  2.46237  -0.210
H  2.39386  -1.95475  0.02850  0.242
H  1.50053  -2.91559  6.18237  0.248
H  -4.39404  2.76170  -1.73043  0.228
H  0.06747  0.03618  -3.18010  0.228
C  -2.69011  -1.19595  -1.16178  0.210
H  -1.26118  1.89377  1.03181  0.231
C  2.00650  0.38574  -1.59310  -0.416
H  -4.24386  -1.41363  -2.55769  0.441
N  -1.46554  -1.67308  -1.08307  -0.560
C  -2.42127  -2.42355  -2.94739  -0.074
C  2.72687  1.35836  -2.27420  -0.177
C  -1.28758  -3.21497  4.23611  -0.115
C  -3.40956  2.37806  -1.51931  -0.211
C  0.85407  -2.79929  5.32741  -0.229
C  1.30827  -2.12228  4.20814  -0.203
N  -1.51503  -2.39736  1.95146  -0.515
H  0.61813  3.26344  -1.81103  0.208
H  -1.13966  0.66010  -4.32808  0.226
H  -3.01232  1.86612  -3.55656  0.213
H  1.94671  5.50245  0.72266  0.218
C  -0.41554  -3.34459  5.34791  -0.052
H  0.17481  1.69082  -3.77061  0.234
C  0.52297  -1.99626  3.05186  0.296
C  -3.32513  -3.53183  3.02912  -0.264
C  -1.65248  1.90210  0.02214  -0.220
H  -3.01264  -4.24539  5.02715  0.244
Cl  -0.93405  -4.20854  6.74199  0.027
O  0.94327  -1.43954  1.98795  -0.773
H  -0.35634  -2.93883  -2.39046  0.233
C  3.05146  -1.32225  -2.92288  -0.226
H  1.11547  4.91601  -1.40333  0.233
C  -1.28549  -2.44310  -2.19852  -0.080
H  3.20888  4.84604  2.71766  0.227
H  3.21895  -2.36400  -3.15125  0.220
Co  0.05904  -1.38326  0.30251  1.088
C  3.59872  0.98974  -3.28174  -0.205
H  3.40645  2.44799  3.32364  0.231
I  3.21344  -1.24618  4.13281  0.163
C  1.45792  2.17527  0.55807  -0.421
H  -3.30728  -2.74566  1.02569  0.190
C  -2.59941  -3.71999  4.17907  -0.102
H  1.82945  -3.01578  -1.30066  0.212
H  2.61584  2.39907  -2.01443  0.225
C  1.79832  -2.00668  -0.88776  -0.536
C  2.72462  4.08908  2.11995  -0.165
C  -2.91975  2.39022  -0.22290  -0.215
N  -3.30431  -1.63588  -2.27102  -0.491
H  4.17007  1.74167  -3.80297  0.229
C  -2.63243  1.86997  -2.54571  -0.164
P  0.73382  0.77607  -0.35408  1.094
C  -0.80524  -2.54771  3.08509  0.158
C  -0.51853  0.90601  -3.46836  -0.643